Run 1
ORCA calculation (ωB97M-V with the def2-TZVPD basis set) on 15 unconnected molecules or ions with the total composition C30H90O30.

orbital gap = 9.3 eV
highest occupied orbital energy = -0.3315 Ha

Last column: Mulliken charge in e.
Geometry (Å):
C (16.19535, -12.91441, -15.78434)  -0.317
C (16.28222, -13.43877, -17.25017)  -0.608
O (15.02757, -13.37106, -17.93995)  -0.333
O (15.13594, -13.56001, -15.07556)  -0.527
H (15.83710, -11.89201, -15.90454)  0.196
H (17.15535, -13.08948, -15.29869)  0.375
H (16.58258, -14.48599, -17.28447)  0.456
H (17.02034, -12.83505, -17.77821)  0.280
H (14.42118, -14.04143, -17.61668)  0.183
H (15.29859, -13.29250, -14.16804)  0.310
C (15.22480, -8.23744, -26.81795)  -0.537
C (15.39247, -9.53369, -27.61523)  -0.496
O (15.81273, -10.58035, -26.80990)  -0.630
O (14.34254, -8.29958, -25.67404)  -0.114
H (14.97731, -7.48531, -27.56703)  0.404
H (16.19161, -7.97122, -26.39075)  0.283
H (16.08054, -9.41153, -28.45172)  0.427
H (14.42493, -9.78661, -28.04884)  0.077
H (15.23649, -10.82465, -26.08199)  0.381
H (13.54719, -8.79206, -25.88964)  0.102
C (9.19791, -8.23440, -20.83719)  -0.057
C (8.12503, -9.19713, -21.37932)  0.437
O (7.08616, -9.57324, -20.46291)  -0.664
O (10.34112, -8.78090, -20.26603)  -0.472
H (8.79242, -7.41659, -20.24147)  0.466
H (9.62844, -7.67643, -21.66871)  -0.360
H (8.60656, -10.13881, -21.64289)  -0.553
H (7.63586, -8.82173, -22.27814)  0.452
H (7.47596, -10.30708, -19.98213)  0.476
H (10.71464, -9.40596, -20.89164)  0.078
C (16.82809, -11.36360, -21.51098)  0.600
C (16.77302, -12.35929, -22.70969)  -0.146
O (17.68161, -13.42069, -22.55038)  -0.574
O (17.75321, -10.33545, -21.71085)  -0.410
H (16.95503, -11.89198, -20.56609)  0.093
H (15.83299, -10.92456, -21.43952)  -0.345
H (16.81902, -11.87605, -23.68563)  0.349
H (15.79974, -12.84220, -22.79701)  -0.118
H (18.50189, -12.92731, -22.62331)  0.346
H (18.63777, -10.55013, -21.40576)  0.267
C (17.39081, -7.38262, -21.22154)  -0.407
C (16.12239, -7.65992, -20.35051)  1.335
O (15.79729, -6.77112, -19.27037)  -0.647
O (17.43007, -6.00304, -21.54003)  -0.551
H (17.24881, -7.96229, -22.13364)  0.262
H (18.21642, -7.84583, -20.68126)  0.383
H (16.11664, -8.66908, -19.93863)  0.026
H (15.27518, -7.66080, -21.03633)  -1.006
H (16.04820, -5.89463, -19.57103)  0.317
H (18.27690, -5.76503, -21.92452)  0.289
C (12.64025, -10.11778, -22.41037)  0.221
C (12.79372, -11.62800, -22.00412)  -0.146
O (12.40209, -12.50891, -23.01626)  0.386
O (11.27092, -9.89651, -22.65290)  0.258
H (13.21459, -9.92233, -23.31593)  -0.115
H (12.96150, -9.44456, -21.61560)  0.483
H (12.18160, -11.81369, -21.12155)  -0.067
H (13.79591, -11.98937, -21.77362)  0.007
H (11.45493, -12.37396, -22.93707)  -0.501
H (11.22362, -8.95792, -22.84891)  -0.224
C (13.14064, -8.66921, -18.05976)  -0.313
C (13.25406, -10.22325, -18.18046)  -0.030
O (14.48009, -10.61648, -18.79375)  -0.043
O (14.14474, -8.13467, -17.24229)  -0.630
H (12.16997, -8.38162, -17.65581)  0.339
H (13.23030, -8.23743, -19.05657)  -0.015
H (12.49141, -10.71776, -18.78206)  -0.172
H (13.13126, -10.66337, -17.19086)  0.511
H (14.68548, -11.47947, -18.42678)  -0.010
H (14.65854, -7.69195, -17.92172)  0.427
C (13.44188, -5.99655, -22.88616)  0.246
C (11.91915, -6.14248, -22.75082)  -0.772
O (11.30132, -7.20123, -23.33024)  -0.060
O (13.92077, -5.84106, -24.16007)  -0.552
H (13.91877, -6.83357, -22.37617)  -0.439
H (13.66533, -5.07787, -22.34376)  0.459
H (11.42860, -5.25798, -23.15719)  0.329
H (11.66740, -6.12526, -21.69043)  0.457
H (11.23272, -7.10316, -24.28275)  -0.131
H (13.87687, -6.66503, -24.65072)  0.317
C (6.76943, -10.20158, -27.76236)  -0.668
C (8.16448, -10.26843, -27.02408)  0.475
O (8.03798, -9.65767, -25.74781)  -0.321
O (6.43941, -8.92455, -28.34684)  -0.533
H (5.97357, -10.57158, -27.11599)  0.476
H (7.01553, -10.77743, -28.65452)  0.353
H (9.03678, -9.86137, -27.53543)  0.243
H (8.37657, -11.30478, -26.76122)  -0.487
H (7.10074, -9.56827, -25.56023)  0.247
H (7.28830, -8.58229, -28.63644)  0.366
C (9.68856, -13.65589, -24.67974)  0.450
C (9.19806, -15.07158, -24.29799)  -0.600
O (7.75779, -15.00841, -24.38049)  -0.596
O (9.49240, -12.66527, -23.68834)  -0.260
H (9.26204, -13.35899, -25.63788)  0.244
H (10.75583, -13.77355, -24.86738)  -0.517
H (9.58183, -15.39599, -23.33073)  0.189
H (9.55171, -15.80389, -25.02377)  0.434
H (7.34607, -15.87472, -24.34054)  0.328
H (8.61248, -12.32871, -23.87294)  0.175
C (9.54024, -12.55290, -19.14020)  -0.401
C (8.98841, -13.34329, -20.30941)  0.994
O (7.83984, -13.97855, -19.81240)  -0.604
O (8.71499, -11.32532, -19.00079)  -0.617
H (10.60220, -12.30833, -19.16274)  -0.042
H (9.45799, -13.16206, -18.24006)  0.417
H (9.69958, -14.07390, -20.69484)  -0.451
H (8.75024, -12.67484, -21.13678)  -0.062
H (7.32877, -13.26145, -19.43009)  0.370
H (7.96891, -11.59220, -18.45881)  0.328
C (12.83805, -16.01516, -26.38867)  -0.274
C (11.87060, -16.24555, -27.57705)  -0.334
O (12.49422, -15.88029, -28.89643)  -0.590
O (12.01585, -16.36845, -25.27892)  -0.331
H (13.38329, -15.07987, -26.26204)  0.112
H (13.61827, -16.77226, -26.46716)  0.426
H (10.90115, -15.74890, -27.53697)  0.170
H (11.60578, -17.29240, -27.72565)  0.418
H (13.28078, -16.39772, -29.08400)  0.289
H (11.98208, -17.31150, -25.10255)  0.232
C (10.35873, -7.03923, -28.40744)  -0.447
C (9.87058, -6.51658, -27.08489)  -0.308
O (9.79111, -7.40576, -25.94021)  -0.366
O (9.24761, -7.71974, -29.02696)  -0.547
H (11.19278, -7.71722, -28.22640)  0.012
H (10.73580, -6.29870, -29.11280)  0.491
H (8.91423, -5.99433, -27.11238)  0.394
H (10.57875, -5.72647, -26.83522)  0.356
H (9.05464, -8.00644, -26.07577)  0.134
H (8.80859, -6.96426, -29.42456)  0.350
C (13.65905, -16.21172, -21.98253)  -0.444
C (12.22020, -15.74505, -21.89554)  0.737
O (11.24096, -16.69356, -21.45773)  -0.682
O (14.14212, -16.54153, -20.69672)  -0.573
H (14.28903, -15.41079, -22.36948)  0.183
H (13.68077, -17.08117, -22.63956)  0.315
H (11.86895, -15.45028, -22.88440)  -0.188
H (12.20278, -14.80716, -21.34041)  -0.004
H (10.40741, -16.31302, -21.17137)  0.336
H (13.73607, -17.31091, -20.29080)  0.334
C (12.76103, -11.91741, -26.16547)  -0.204
C (11.55887, -10.97329, -26.08618)  0.614
O (11.93425, -9.66944, -26.51121)  -0.195
O (13.77416, -11.67273, -25.15677)  0.085
H (13.25804, -11.82470, -27.13112)  0.331
H (12.46267, -12.96561, -26.18479)  -0.597
H (11.19871, -10.86207, -25.06342)  -0.110
H (10.69852, -11.27053, -26.68581)  0.275
H (11.10298, -9.26538, -26.77072)  -0.215
H (13.33864, -12.08634, -24.40788)  -0.108

***

Run 2
ORCA calculation (ωB97M-V with the def2-TZVPD basis set) on 15 unconnected molecules or ions with the total composition C30H90O30.

orbital gap = 10.1 eV
highest occupied orbital energy = -0.3632 Ha

Last column: Mulliken charge in e.
Geometry (Å):
C (-7.00346, -2.04125, -0.90607)  -0.249
C (-8.27475, -1.33668, -1.32142)  -0.477
O (-8.67376, -0.33637, -0.39738)  -0.542
O (-5.94695, -1.03029, -0.99432)  -0.434
H (-6.69695, -2.93346, -1.48181)  0.349
H (-7.02489, -2.44443, 0.12791)  0.256
H (-9.10478, -2.02334, -1.41366)  0.359
H (-8.17915, -0.86302, -2.31822)  0.237
H (-7.91796, 0.16254, -0.15460)  0.310
H (-5.76652, -0.80708, -0.10903)  0.243
C (1.47109, 3.63725, 4.47623)  0.054
C (2.31864, 3.25628, 5.71322)  -0.697
O (2.92520, 1.98211, 5.56801)  -0.626
O (2.32591, 3.80565, 3.34499)  -0.586
H (0.95155, 4.54495, 4.64581)  0.677
H (0.79078, 2.78967, 4.39450)  -0.312
H (1.63326, 3.30245, 6.54760)  0.400
H (3.19296, 3.92572, 5.88651)  0.384
H (2.30817, 1.33064, 5.18343)  0.190
H (2.37210, 2.89966, 2.90786)  0.197
C (5.31342, -0.68762, 2.89716)  -0.570
C (5.46214, 0.73205, 3.31325)  -0.516
O (4.27091, 1.42217, 2.95504)  -0.257
O (3.98057, -1.29333, 3.15021)  -0.545
H (6.09757, -1.29358, 3.34702)  0.443
H (5.50562, -0.81133, 1.81128)  0.300
H (6.39903, 1.02244, 2.77102)  0.258
H (5.63412, 0.87283, 4.35229)  0.383
H (3.87622, 1.78109, 3.78237)  0.125
H (3.42845, -0.53310, 3.47940)  0.203
C (-2.38764, 3.14979, 1.32436)  0.480
C (-2.45197, 1.84400, 0.53467)  -0.708
O (-1.62491, 0.91875, 1.24188)  1.171
O (-3.10121, 4.25619, 0.73742)  -0.594
H (-1.31644, 3.38728, 1.31954)  -0.646
H (-2.84613, 3.01244, 2.32762)  0.227
H (-2.14010, 1.88815, -0.51698)  0.293
H (-3.44281, 1.39589, 0.56911)  0.421
H (-1.07693, 0.49793, 0.52477)  -1.189
H (-3.92936, 3.90190, 0.39358)  0.344
C (0.03347, -4.02457, 2.34193)  -0.825
C (1.36667, -3.63297, 3.04212)  0.269
O (2.37435, -3.53304, 2.05817)  -0.585
O (-0.32029, -3.02232, 1.41518)  0.621
H (-0.82449, -4.12805, 3.04177)  0.384
H (0.13732, -5.05159, 1.94716)  0.349
H (1.59148, -4.44205, 3.75443)  0.392
H (1.39461, -2.70737, 3.58780)  -0.472
H (3.01705, -2.83909, 2.38463)  0.405
H (0.01051, -3.30813, 0.50605)  -0.198
C (-2.02445, 0.03693, -3.24983)  0.285
C (-0.95954, 1.07270, -3.66121)  -1.120
O (0.27081, 0.75764, -3.06999)  0.588
O (-1.64172, -1.28148, -3.47260)  -0.643
H (-2.98540, 0.28362, -3.76076)  0.478
H (-2.18118, 0.21815, -2.13559)  -0.358
H (-1.17921, 2.11219, -3.49918)  0.373
H (-0.79698, 0.97574, -4.78856)  0.254
H (0.16232, 0.53530, -2.14042)  -0.290
H (-0.85641, -1.32453, -4.02556)  0.443
C (1.06740, -0.46048, 0.11152)  1.415
C (1.95634, 0.77634, 0.14797)  -1.230
O (1.59305, 1.72438, 1.14620)  0.289
O (-0.11114, -0.27950, -0.65733)  3.221
H (0.85904, -0.76622, 1.12837)  -1.060
H (1.63634, -1.30474, -0.28931)  -0.024
H (2.04997, 1.28812, -0.79745)  -0.245
H (2.88518, 0.37339, 0.52101)  0.253
H (1.18655, 2.47053, 0.72496)  -0.158
H (-0.48507, -1.13352, -0.67101)  -1.072
C (-3.33528, -4.04956, -1.90442)  -0.456
C (-2.80969, -3.22477, -0.73777)  -0.069
O (-1.58525, -2.60363, -1.04166)  0.233
O (-4.35117, -3.38389, -2.58308)  -0.584
H (-3.76526, -5.06992, -1.73096)  0.392
H (-2.52984, -4.24739, -2.67492)  0.093
H (-2.64163, -3.82787, 0.16390)  0.245
H (-3.56419, -2.48895, -0.63663)  0.046
H (-1.69079, -2.23301, -1.94403)  -0.336
H (-4.48624, -2.47919, -2.31092)  0.251
C (2.05574, 5.05088, -2.19541)  -0.798
C (1.86732, 3.64688, -1.76125)  0.520
O (0.69138, 3.47344, -0.87262)  -0.631
O (2.18959, 5.88820, -1.06995)  -0.494
H (1.13977, 5.30897, -2.74775)  0.320
H (2.97439, 5.18551, -2.78058)  0.404
H (2.80658, 3.26905, -1.23054)  0.124
H (1.67487, 2.98684, -2.57768)  -0.206
H (0.25591, 4.33592, -0.72313)  0.251
H (1.36990, 6.36189, -0.76863)  0.281
C (-0.26077, -2.81609, -6.08896)  -0.541
C (0.50885, -4.07048, -6.31404)  -0.539
O (1.79969, -3.64903, -6.69135)  -0.481
O (0.18005, -2.12857, -4.96059)  -0.321
H (-1.33935, -3.03981, -5.93045)  0.378
H (-0.16557, -2.26165, -7.03174)  0.312
H (0.04291, -4.69123, -7.06652)  0.487
H (0.56140, -4.67532, -5.40404)  0.209
H (2.29981, -4.35019, -7.02664)  0.267
H (1.08421, -1.81795, -5.16123)  0.020
C (0.76037, 7.12650, 1.90976)  -0.781
C (0.26648, 5.69763, 1.63954)  0.087
O (-0.54462, 5.68973, 0.40443)  -0.619
O (1.37723, 7.12017, 3.16471)  -0.531
H (-0.06283, 7.86378, 1.96354)  0.323
H (1.40516, 7.39917, 1.13286)  0.328
H (-0.40519, 5.40745, 2.47620)  0.493
H (1.08963, 4.99088, 1.66335)  0.177
H (-1.42162, 5.62437, 0.74237)  0.284
H (2.20832, 6.58472, 3.01298)  0.322
C (4.60544, 0.02006, -5.02564)  -0.852
C (3.36189, 0.05616, -4.14414)  0.227
O (2.15692, 0.12205, -4.84578)  -0.633
O (4.57573, -1.15496, -5.95424)  -0.551
H (5.44569, -0.10129, -4.41537)  0.424
H (4.71469, 0.95099, -5.48515)  0.364
H (3.42171, 0.82890, -3.35795)  0.098
H (3.38405, -0.85011, -3.57639)  0.014
H (1.50293, 0.42558, -4.24510)  0.323
H (3.63823, -1.06434, -6.20931)  0.366
C (1.81468, -4.71465, -1.49501)  -1.086
C (2.42544, -4.02699, -2.60528)  0.616
O (3.00606, -4.90978, -3.55822)  -0.630
O (1.31996, -3.68122, -0.65530)  -0.219
H (2.42539, -5.44730, -1.02094)  0.357
H (0.91937, -5.23831, -1.86631)  0.312
H (3.20727, -3.40693, -2.07200)  0.211
H (1.64511, -3.42166, -3.07128)  -0.176
H (3.69322, -4.42230, -4.09008)  0.362
H (1.89005, -3.56678, 0.11907)  0.057
C (0.01190, -0.64657, 5.30017)  -0.862
C (0.13139, -0.25337, 3.85898)  1.550
O (1.42384, 0.31718, 3.71498)  1.563
O (-0.22557, 0.52382, 6.07938)  -0.605
H (0.92606, -1.10883, 5.66384)  0.347
H (-0.78400, -1.34260, 5.53528)  0.456
H (-0.65497, 0.49517, 3.66126)  0.034
H (0.00393, -1.09523, 3.16336)  -1.817
H (1.39171, 0.85437, 2.88900)  -0.673
H (-0.95565, 0.93839, 5.61767)  0.336
C (-3.85458, -1.51180, 1.91813)  0.717
C (-3.32589, -1.20407, 3.29888)  -0.299
O (-3.17901, 0.20358, 3.48790)  -0.665
O (-4.99294, -0.66905, 1.69644)  -0.763
H (-4.24585, -2.56080, 1.89259)  0.564
H (-3.04918, -1.40916, 1.20528)  -0.797
H (-2.37909, -1.73366, 3.51301)  -0.091
H (-4.18734, -1.42048, 4.03519)  0.409
H (-2.61183, 0.57424, 2.76867)  0.013
H (-4.82463, 0.07794, 2.31326)  0.442

***

Which one is most stable, and which one is least stable? run 2 is the most stable of them, while run 1 is the least stable.

***

Run 1
ORCA calculation (ωB97M-V with the def2-TZVPD basis set) on 2 unconnected molecules or ions with the total composition C5H14OS.

orbital gap = 10.0 eV
highest occupied orbital energy = -0.3367 Ha
structure (SMILES) = CC(C)O.CCS

Last column: Mulliken charge in e.
Geometry (Å):
C (1.35943, -0.50235, -1.04434)  -0.991
C (1.25831, -1.38665, 0.19502)  0.442
C (2.08898, -0.89755, 1.39590)  -1.166
O (1.75525, -2.67028, -0.17706)  -0.560
H (0.79751, -0.99831, -1.91036)  0.229
H (2.39468, -0.33602, -1.27212)  0.397
H (0.84539, 0.48215, -0.88046)  0.136
H (0.18012, -1.49560, 0.50256)  0.246
H (1.70005, 0.08776, 1.82450)  0.278
H (3.11216, -0.77750, 1.04754)  0.311
H (2.11518, -1.68648, 2.15109)  0.318
H (1.25760, -3.28680, 0.33488)  0.338
C (-2.08977, 0.39106, -0.51163)  -0.913
C (-2.08542, 1.94351, -0.47365)  -0.374
S (-2.46351, 2.60506, 1.21162)  -0.250
H (-3.05811, 0.05544, -0.14501)  0.391
H (-1.34555, 0.03667, 0.24001)  0.091
H (-1.89208, -0.09575, -1.50085)  0.307
H (-1.06108, 2.26667, -0.69296)  0.279
H (-2.73179, 2.36741, -1.24813)  0.363
H (-2.13735, 3.89755, 0.95344)  0.127

***

Run 2
ORCA calculation (ωB97M-V with the def2-TZVPD basis set) on 2 unconnected molecules or ions with the total composition C5H14OS.

orbital gap = 9.4 eV
highest occupied orbital energy = -0.3127 Ha
structure (SMILES) = CCCCSC.O

Last column: Mulliken charge in e.
Geometry (Å):
C (-1.33181, 1.51676, 1.49429)  -1.313
C (-1.02718, 0.22964, 0.71822)  -0.074
C (0.23875, 0.29218, -0.19039)  -0.693
C (1.43221, -0.69484, 0.32161)  -1.006
S (0.70716, -2.37649, 0.48658)  -0.086
C (1.28654, -3.07704, -1.15860)  -0.706
H (-0.49361, 1.98444, 2.01490)  0.298
H (-2.10759, 1.31705, 2.23785)  0.380
H (-1.82745, 2.23158, 0.84177)  0.347
H (-0.80931, -0.60142, 1.40386)  0.280
H (-1.92072, -0.06080, 0.17352)  0.248
H (0.10122, 0.13268, -1.24390)  0.449
H (0.74028, 1.26956, -0.08919)  0.428
H (1.89360, -0.59880, 1.30046)  0.353
H (2.10072, -0.73150, -0.54581)  0.459
H (0.64591, -2.66375, -1.95758)  0.234
H (2.25710, -2.58304, -1.16665)  0.201
H (1.28055, -4.17078, -1.19906)  0.331
O (-0.89327, 3.12841, -1.32208)  -0.691
H (-0.43417, 2.46041, -0.80010)  0.244
H (-1.83892, 2.99575, -1.31968)  0.318

***

Which one is most stable, and which one is least stable? run 1 is the most stable of them, while run 2 is the least stable.